Record 1
A gas-phase ion, C4H6N3 (charge +1), computed with ωB97M-V/def2-TZVPD.

Its total charge is +1. Its spin multiplicity is 1. As for the molar mass: 96.11 g mol⁻¹. For the highest occupied orbital energy (spin up / spin down), the calculation gives -13.38 / -13.38 eV. The gap between HOMO and LUMO (spin up / spin down) comes out at 7.11 / 7.12 eV. The value obtained for the LUMO energy (spin up / spin down) is -0.2304 / -0.2303 hartree. The energy above the lowest of the compared OMol25 structures with the same formula, charge and spin comes out at 719.7 kJ/mol. The max |F| comes out at 4.37 eV Å⁻¹.

Structure (XYZ):
```
13
Properties=species:S:1:pos:R:3:forces:R:3
C -0.8074 1.2763 0.0206 0.47 2.62 -1.09
C 0.1073 -1.8074 -0.2085 -0.58 1.48 0.33
C 1.5833 0.2455 0.4440 -2.19 0.89 3.67
C 0.4678 0.7468 -0.4813 -1.62 -1.50 2.96
N -1.7576 0.4874 0.1135 -1.46 -2.35 0.19
N 0.5917 -0.6050 -0.0762 1.17 -3.06 -0.86
N -2.1974 -0.6364 0.2821 1.69 1.32 1.09
H -0.8866 2.3682 -0.0272 -0.80 -0.37 0.45
H 0.6693 -2.5379 0.3941 -0.01 0.20 -0.18
H 2.4373 0.4461 -0.0423 3.46 -0.50 -1.51
H 1.6196 0.3179 1.6066 -0.36 0.46 -2.30
H 0.5927 0.9055 -1.5002 0.74 0.67 -1.67
H -2.4202 -1.2069 -0.5252 -0.51 0.12 -1.09
```
Forces are in eV/Å.

These are the natural (NBO) partial charges, in e, on atoms 1 to 5: C 0.100; C 0.019; C -0.200; C -0.120; N 0.049



Record 2
A molecular structure, C4H9NO2, computed with ωB97M-V/def2-TZVPD.

Its total charge is -1. Its spin multiplicity is 2. As for the molar mass: 103.12 g mol⁻¹. For the highest occupied orbital energy (spin up / spin down), the calculation gives -2.12 / -2.11 eV. The gap between HOMO and LUMO (spin up / spin down) comes out at 5.62 / 3.53 eV. The value obtained for the LUMO energy (spin up / spin down) is 0.1286 / 0.0523 hartree. The energy above the lowest of the compared OMol25 structures with the same formula, charge and spin comes out at 611.8 kJ/mol. The max |F| comes out at 6.33 eV Å⁻¹. The expectation value of S² is 0.761.

Structure (XYZ):
```
16
Properties=species:S:1:pos:R:3:forces:R:3
C -0.5013 -1.4441 0.3724 0.31 -0.93 -1.84
O -1.1761 -1.3275 1.4433 -1.35 0.59 1.51
C -0.3847 -0.0944 -0.6334 6.29 0.53 -0.42
C 0.0856 1.1305 0.1254 -0.90 -0.17 -0.03
C 1.2471 0.8202 1.0564 1.48 0.71 1.41
O 1.8156 1.8822 1.6717 -0.42 0.57 -0.20
N -1.0947 0.3204 -1.9563 -2.85 -2.49 2.63
H -1.0165 -2.1637 -0.3201 0.19 0.13 -0.08
H 0.5594 -1.7352 0.4939 -0.20 0.23 -0.07
H -1.5850 -0.1748 -1.0264 -2.78 1.55 -1.92
H -0.7443 1.6252 0.6335 0.09 0.15 0.14
H 0.4994 1.7879 -0.6393 -0.22 0.27 0.04
H 1.0118 0.0717 1.8343 -0.61 -0.48 -0.22
H 2.0151 0.3518 0.4120 0.15 -0.72 -0.61
H 0.5598 -0.4560 -1.0566 0.04 -0.42 0.33
H -1.2910 -0.5942 -2.4109 0.77 0.48 -0.67
```
Forces are in eV/Å.

These are the natural (NBO) partial charges, in e, on atoms 1 to 5: C -0.065; O -0.392; C -0.170; C -0.440; C -0.027



Record 3
2 unconnected molecules or ions with the total composition CHF3O2S, computed with ωB97M-V/def2-TZVPD.

Its spin multiplicity is 1. As for the molar mass: 134.08 g mol⁻¹. For the highest occupied orbital energy (spin up / spin down), the calculation gives -10.86 / -10.87 eV. The gap between HOMO and LUMO (spin up / spin down) comes out at 8.67 / 8.67 eV. The value obtained for the LUMO energy (spin up / spin down) is -0.0808 / -0.0806 hartree. The energy above the lowest of the compared OMol25 structures with the same formula, charge and spin comes out at 266.5 kJ/mol. The max |F| comes out at 3.20 eV Å⁻¹.

Structure (XYZ):
```
8
Properties=species:S:1:pos:R:3:forces:R:3
C -0.5920 0.9743 0.6026 2.13 0.61 -0.28
O -0.4765 -2.2081 -0.3930 1.90 2.40 -0.31
O 0.8923 -0.7113 -1.8980 -0.13 0.26 0.38
F 0.3621 1.8437 0.2266 -0.63 -0.41 -0.68
F -1.7229 1.1687 -0.0305 0.55 -0.30 0.44
F 1.7171 -1.2015 0.3639 -1.36 0.13 -0.88
S 0.3839 -1.0270 -0.6033 -1.70 -0.96 2.53
H -0.5641 1.1612 1.7317 -0.78 -1.73 -1.20
```
Forces are in eV/Å.

These are the natural (NBO) partial charges, in e, on atoms 1 to 5: C 0.554; O -0.861; O -0.850; F -0.317; F -0.284



Record 4
2 unconnected molecules or ions with the total composition C6H10N5, computed with ωB97M-V/def2-TZVPD.

Its total charge is +1. Its spin multiplicity is 1. As for the molar mass: 152.18 g mol⁻¹. For the highest occupied orbital energy (spin up / spin down), the calculation gives -12.76 / -12.76 eV. The gap between HOMO and LUMO (spin up / spin down) comes out at 7.34 / 7.34 eV. The value obtained for the LUMO energy (spin up / spin down) is -0.1993 / -0.1993 hartree. The energy above the lowest of the compared OMol25 structures with the same formula, charge and spin comes out at 537.1 kJ/mol. The max |F| comes out at 4.30 eV Å⁻¹.

Structure (XYZ):
```
21
Properties=species:S:1:pos:R:3:forces:R:3
C -2.0811 1.5360 0.0867 -2.13 -2.46 -0.62
C 0.0297 2.3738 0.0285 2.92 -0.99 0.21
C -1.7621 0.2196 -0.0851 -0.07 -0.90 1.51
C -0.3403 -0.1177 -0.0728 -0.97 0.13 -0.96
C 0.4030 1.0668 -0.0802 -0.42 -1.88 -0.13
C -2.8044 -0.8808 -0.1050 -0.35 -0.04 0.54
N -1.2497 2.4736 -0.0157 1.29 3.99 0.92
N 2.6257 -0.9731 0.1422 3.82 -1.62 0.77
N 0.0011 -1.4221 -0.1844 2.07 1.80 0.64
N 3.5968 1.0236 -0.1965 -1.01 1.75 -0.59
N 2.5759 0.2103 -0.1206 -2.21 1.90 -0.26
H -3.0576 1.8799 0.3301 -1.09 -0.22 -0.25
H 0.7045 3.1571 0.2878 0.16 0.83 -0.43
H -3.1712 -1.3579 0.8397 1.34 0.41 -0.15
H -3.8002 -0.4949 -0.4078 0.92 -0.24 -0.92
H -2.3275 -1.6602 -0.7162 -1.44 0.00 -0.29
H 3.7071 -1.3016 0.2839 -2.67 0.59 -0.36
H -0.7539 -2.0144 -0.4183 0.00 -1.01 0.07
H 1.0260 -1.6450 -0.0485 -1.74 -0.23 -0.38
H 3.4611 1.9146 -0.7132 -0.03 -1.16 0.70
H 4.4962 0.6342 -0.1797 1.61 -0.67 0.00
```
Forces are in eV/Å.

These are the natural (NBO) partial charges, in e, on atoms 1 to 5: C 0.057; C -0.038; C -0.029; C 0.112; C 0.316



Record 5
A molecular structure, C25H29CrN2OS4, computed with ωB97M-V/def2-TZVPD.

Its total charge is +2. Its spin multiplicity is 4. As for the molar mass: 553.78 g mol⁻¹. For the highest occupied orbital energy (spin up / spin down), the calculation gives -14.00 / -14.02 eV. The gap between HOMO and LUMO (spin up / spin down) comes out at 6.24 / 8.19 eV. The value obtained for the LUMO energy (spin up / spin down) is -0.2852 / -0.2143 hartree. The energy above the lowest of the compared OMol25 structures with the same formula, charge and spin comes out at 42.3 kJ/mol. The max |F| comes out at 0.51 eV Å⁻¹. The expectation value of S² is 4.064.

Structure (XYZ):
```
62
Properties=species:S:1:pos:R:3:forces:R:3
Cr 0.7128 -0.3736 -0.0133 0.00 0.30 -0.13
C 0.6142 3.8604 -0.6237 0.00 -0.01 0.01
C -0.2436 2.7829 -0.0254 0.07 -0.02 0.02
C 0.2030 2.0662 1.0919 -0.05 0.16 0.03
C -0.5898 1.0761 1.6817 -0.06 0.13 -0.07
C -1.8090 0.7296 1.1000 0.00 0.01 -0.04
C -2.2640 1.4499 -0.0030 -0.01 -0.02 0.02
C -1.5016 2.4759 -0.5390 -0.03 -0.02 -0.04
H 1.3499 3.4299 -1.3094 -0.01 0.01 0.02
H 1.1670 4.3968 0.1465 -0.01 0.01 0.00
H 0.0184 4.5798 -1.1829 -0.01 -0.01 0.00
H 1.1150 2.3908 1.5756 0.04 -0.06 -0.01
H -0.3057 0.6543 2.6370 0.05 -0.13 -0.07
H -2.4359 -0.0253 1.5567 0.00 -0.01 0.00
H -3.2389 1.2297 -0.4196 0.00 0.00 0.00
H -1.8939 3.0592 -1.3643 0.00 -0.01 0.00
C -1.8820 -2.1098 -2.0220 0.04 0.04 0.05
C -1.1439 -2.7748 -0.9094 0.00 0.13 -0.08
N -0.2244 -2.2309 -0.1335 0.21 0.01 0.13
C 0.2011 -3.1218 0.8494 0.16 0.26 0.01
C -0.3648 -4.3435 0.7792 -0.03 -0.12 0.03
S -1.4849 -4.3834 -0.5032 -0.09 -0.20 -0.02
C 1.1122 -2.5883 1.8593 -0.02 0.12 -0.29
C 1.6282 -3.1906 2.9518 0.02 -0.09 0.07
S 2.5480 -2.0677 3.8418 0.13 -0.12 0.17
C 2.2133 -0.8403 2.7232 -0.03 0.02 -0.09
N 1.4584 -1.2518 1.7223 -0.19 0.00 0.13
C 2.7149 0.5466 2.9463 -0.06 -0.02 -0.03
H -1.8885 -1.0332 -1.8748 -0.02 -0.03 0.00
H -2.9044 -2.4819 -2.0611 0.00 0.00 -0.02
H -1.4098 -2.3318 -2.9798 0.03 0.02 0.00
H -0.2045 -5.1935 1.4219 -0.01 0.00 -0.01
H 1.5056 -4.2105 3.2771 0.01 0.01 0.00
H 3.6888 0.5286 3.4327 0.00 0.00 0.01
H 2.0349 1.0895 3.6064 -0.02 0.02 -0.03
H 2.8026 1.0765 2.0012 0.04 -0.02 -0.02
O 0.0822 0.2176 -1.8150 -0.27 -0.37 0.14
S 0.6551 0.9918 -3.0223 0.38 0.28 0.19
C -0.7671 1.2109 -4.1223 -0.07 0.03 -0.01
C -0.3764 0.6082 -5.4704 0.05 -0.02 0.03
C 0.4410 -0.6420 -5.1533 0.00 0.03 0.04
C 1.4683 -0.2086 -4.1113 -0.14 -0.21 0.07
H -1.0073 2.2717 -4.1584 -0.02 -0.01 0.00
H -1.5829 0.6738 -3.6366 0.00 -0.03 -0.02
H 0.2292 1.3191 -6.0353 -0.01 0.00 -0.01
H -1.2652 0.3964 -6.0625 0.00 -0.01 0.00
H 0.9311 -1.0508 -6.0352 0.01 0.01 0.00
H -0.2013 -1.4226 -4.7419 -0.02 0.00 -0.01
H 2.3143 0.3196 -4.5529 0.00 0.03 0.01
H 1.8472 -0.9942 -3.4555 0.01 0.07 -0.10
S 2.8433 0.0614 -0.7615 -0.12 -0.04 -0.27
C 4.0169 -1.1887 -0.3900 0.06 -0.12 0.27
C 4.8134 -1.0965 0.7551 0.00 -0.01 -0.11
C 5.7613 -2.0703 1.0198 -0.02 -0.03 -0.01
C 5.9108 -3.1475 0.1552 -0.01 -0.02 -0.02
C 5.1254 -3.2407 -0.9878 0.00 0.03 0.03
C 4.1876 -2.2603 -1.2690 -0.02 -0.01 -0.01
H 4.7200 -0.2403 1.4071 0.00 0.02 0.00
H 6.3906 -1.9861 1.8959 0.01 0.00 -0.01
H 6.6522 -3.9070 0.3638 0.00 0.00 -0.01
H 5.2558 -4.0699 -1.6697 0.00 -0.01 0.00
H 3.5916 -2.3231 -2.1724 0.02 0.03 0.05
```
Forces are in eV/Å.

These are the natural (NBO) partial charges, in e, on atoms 1 to 5: Cr 1.344; C -0.646; C 0.032; C -0.228; C -0.292



Record 6
A molecular structure, C50H63N2O3PRe, computed with ωB97M-V/def2-TZVPD.

Its total charge is +2. Its spin multiplicity is 2. As for the molar mass: 957.25 g mol⁻¹. For the highest occupied orbital energy (spin up / spin down), the calculation gives -12.83 / -13.02 eV. The gap between HOMO and LUMO (spin up / spin down) comes out at 5.19 / 5.41 eV. The value obtained for the LUMO energy (spin up / spin down) is -0.2810 / -0.2795 hartree. The max |F| comes out at 2.32 eV Å⁻¹. The expectation value of S² is 1.010.

Structure (XYZ):
```
120
Properties=species:S:1:pos:R:3:forces:R:3
Re 0.0897 0.0725 0.0598 -0.15 -0.84 -0.05
C 1.3988 4.0514 6.5714 -0.12 -0.08 -0.16
C 0.3252 3.9319 5.4890 -0.13 0.27 0.18
C -1.0320 3.7429 6.1831 0.17 0.01 -0.02
C 0.3170 5.2341 4.6700 0.03 -0.17 0.09
C 0.5571 2.7702 4.5472 -0.44 -0.13 -0.30
C -0.3426 2.5548 3.5166 -0.10 0.22 0.16
C -0.1443 1.5355 2.5912 1.14 -0.06 0.16
N -0.8748 1.2795 1.4706 0.64 -1.48 -1.60
C -1.9329 1.9997 0.9891 -0.80 -0.06 -1.14
C -2.8984 2.7376 1.6741 -0.27 0.29 0.03
C -3.8342 3.4924 0.9806 0.32 -0.20 0.13
C -3.8148 3.4780 -0.4253 0.20 -0.12 0.19
C -2.9450 2.7058 -1.1624 0.65 -0.23 -0.06
C -1.9991 1.9306 -0.4499 -1.37 1.10 1.52
O -1.1249 1.1660 -1.0276 1.25 -1.23 -0.46
C -2.9697 2.6291 -2.6788 0.00 -0.08 -0.20
C -3.3790 1.1987 -3.0602 0.05 0.11 0.04
C -1.5755 2.9435 -3.2435 -0.08 -0.08 0.04
C -3.9585 3.6128 -3.3096 0.16 -0.20 0.16
C -4.8470 4.3208 1.7484 -0.14 0.07 0.28
C -5.7546 5.1535 0.8390 0.17 -0.14 0.13
C -4.0830 5.2859 2.6682 -0.16 -0.06 -0.16
C -5.7256 3.3832 2.5913 0.09 0.16 -0.15
C 1.0834 0.7557 2.6484 -0.57 1.25 0.79
O 1.3342 0.0176 1.6252 0.56 -0.23 -0.96
C 1.9706 0.9257 3.7448 0.03 -0.31 0.04
C 1.6563 1.9028 4.6693 0.06 -0.35 -0.40
C 3.2399 0.1016 3.9325 0.21 -0.13 0.10
C 3.5478 -0.8428 2.7696 0.02 -0.04 0.06
C 4.4504 1.0373 4.1031 -0.17 -0.10 -0.03
C 3.0555 -0.7587 5.1937 0.03 0.11 -0.15
H 1.1752 4.9094 7.2007 0.00 0.05 0.04
H 2.3866 4.2027 6.1426 0.15 0.02 -0.01
H 1.4146 3.1715 7.2102 0.06 -0.10 0.11
H -1.2020 4.5634 6.8740 -0.06 0.09 0.10
H -1.0410 2.8113 6.7441 -0.06 -0.09 0.10
H -1.8551 3.7254 5.4753 -0.14 0.00 -0.12
H 0.1669 6.0809 5.3332 -0.01 0.12 0.08
H -0.4788 5.2460 3.9310 -0.13 0.01 -0.12
H 1.2658 5.3654 4.1546 0.11 0.06 -0.06
H -1.1794 3.2170 3.3961 -0.09 0.12 0.03
H -2.9496 2.6778 2.7481 -0.03 0.03 0.12
H -4.5257 4.0878 -0.9538 -0.11 0.02 -0.07
H -2.7227 0.4662 -2.5958 -0.05 -0.04 -0.07
H -3.3266 1.0786 -4.1391 -0.04 -0.06 -0.16
H -4.3980 0.9993 -2.7366 -0.13 -0.04 -0.01
H -0.8529 2.1879 -2.9452 0.09 0.05 -0.07
H -1.2400 3.9204 -2.8998 0.08 0.14 0.00
H -1.6185 2.9607 -4.3294 0.00 0.03 -0.13
H -4.9797 3.4114 -2.9958 -0.14 0.04 0.02
H -3.9159 3.5003 -4.3909 -0.03 0.02 -0.06
H -3.6997 4.6418 -3.0690 -0.04 0.14 0.02
H -5.1779 5.8461 0.2308 0.03 0.10 -0.12
H -6.4287 5.7420 1.4553 -0.07 0.05 0.06
H -6.3647 4.5278 0.1927 -0.08 -0.06 -0.12
H -3.4083 5.9070 2.0833 0.10 0.12 -0.01
H -3.5058 4.7541 3.4189 0.12 -0.08 0.14
H -4.7858 5.9323 3.1844 -0.07 0.11 0.11
H -6.2406 2.6681 1.9545 -0.10 -0.09 -0.05
H -6.4690 3.9680 3.1250 -0.12 0.04 0.11
H -5.1406 2.8324 3.3224 0.07 -0.09 0.12
H 2.3147 2.0323 5.5108 0.16 0.05 0.05
H 3.6929 -0.2962 1.8412 0.05 -0.02 -0.12
H 2.7521 -1.5714 2.6281 0.06 -0.09 -0.05
H 4.4669 -1.3856 2.9816 0.06 -0.02 0.10
H 4.5041 1.7597 3.2906 0.00 0.07 -0.09
H 5.3652 0.4509 4.0851 0.10 -0.06 0.07
H 4.4231 1.5800 5.0424 -0.01 0.11 0.13
H 2.2125 -1.4375 5.0726 -0.07 -0.09 0.00
H 2.8725 -0.1495 6.0739 0.00 0.07 0.14
H 3.9513 -1.3496 5.3646 0.10 -0.08 0.06
C 3.0898 -5.3448 0.1606 -0.03 0.02 0.06
C 1.9363 -5.7590 0.8086 -0.03 -0.03 -0.07
C 0.9478 -4.8440 1.1271 0.03 0.15 0.06
C 1.1252 -3.5022 0.7861 0.18 0.42 0.33
C 2.2844 -3.0852 0.1396 -0.15 0.02 0.13
C 3.2680 -4.0094 -0.1650 0.13 0.02 -0.10
P -0.2507 -2.3284 0.9744 -1.07 -0.11 -1.18
C -1.2666 -2.9736 2.3182 0.24 0.35 0.05
C -2.6476 -3.0884 2.1779 0.14 0.00 -0.05
C -3.3701 -3.7797 3.1358 -0.11 -0.03 0.01
C -2.7278 -4.3452 4.2275 0.04 0.05 -0.06
C -1.3603 -4.1802 4.3913 0.06 -0.01 0.11
C -0.6281 -3.4824 3.4502 -0.08 0.13 -0.13
C -1.0502 -2.5573 -0.6376 0.19 0.39 0.39
C -1.6631 -3.6361 -1.2532 0.02 -0.01 -0.02
C -1.8955 -3.5429 -2.6175 -0.10 -0.30 0.23
C -1.5011 -2.4219 -3.3320 0.27 0.48 -0.11
C -0.8812 -1.3429 -2.7081 -0.14 -0.23 -0.39
C -0.6695 -1.4162 -1.3466 0.22 0.94 1.27
H 3.8534 -6.0674 -0.0824 0.08 -0.04 -0.03
H 1.8058 -6.8019 1.0560 -0.04 -0.05 0.06
H 0.0582 -5.1662 1.6487 -0.03 -0.07 -0.06
H 2.4011 -2.0378 -0.1117 0.15 0.03 -0.09
H 4.1782 -3.7010 -0.6588 0.02 0.08 -0.03
H -3.1420 -2.6678 1.3138 -0.08 -0.02 -0.09
H -4.4352 -3.9059 3.0179 -0.10 0.03 -0.02
H -3.2897 -4.9206 4.9486 -0.05 0.01 0.04
H -0.8588 -4.6212 5.2382 0.04 0.00 0.13
H 0.4406 -3.3625 3.5588 0.10 -0.09 0.07
H -1.9429 -4.5160 -0.6902 -0.01 -0.08 -0.02
H -2.3693 -4.3625 -3.1369 -0.07 -0.05 -0.02
H -1.6840 -2.3739 -4.3950 0.00 -0.06 -0.11
H -0.5685 -0.4870 -3.2870 -0.06 0.14 -0.03
C 3.1651 3.4652 -2.4403 0.43 0.31 -0.48
N 2.3967 2.4665 -1.7174 -0.28 -0.61 0.17
C 1.5640 2.9270 -0.6231 -0.35 -0.07 0.33
C 2.4290 1.1705 -2.0308 0.83 0.82 -0.54
C 3.3822 0.6885 -3.0857 -0.15 -0.06 0.02
O 1.7385 0.2954 -1.4660 -1.45 -0.37 1.61
H 2.9258 4.4536 -2.0556 -0.03 -0.12 -0.01
H 2.9201 3.4512 -3.5034 0.04 0.05 0.09
H 4.2364 3.3047 -2.3128 -0.04 0.04 -0.03
H 1.7775 3.9685 -0.3996 0.10 -0.07 -0.04
H 1.7724 2.3453 0.2818 -0.02 0.08 -0.01
H 0.5062 2.8545 -0.8878 0.06 0.04 0.07
H 3.8298 1.4795 -3.6730 0.03 -0.02 -0.02
H 2.8597 -0.0061 -3.7407 -0.03 0.00 0.01
H 4.1683 0.1261 -2.5806 0.05 0.01 0.00
```
Forces are in eV/Å.

These are the Löwdin partial charges, in e, on atoms 1 to 5: Re 1.625; C -0.049; C -0.550; C -0.025; C -0.025